[1]
{"formula": "C53H76F13NO33S2", "method": "ωB97M-V/def2-TZVPD", "smiles": "CC[C@@]1(S(C)(=O)=O)C[C@@H](CCC(F)(F)C(F)(F)C(F)(F)C(F)(F)C(F)(F)C(F)(F)F)S(=O)(=O)O[C@@]1(CN)CCCCCCCCCOC.O=C1OCCO1.O=C1OCCO1.O=C1OCCO1.O=C1OCCO1.O=C1OCCO1.O=C1OCCO1.O=C1OCCO1.O=C1OCCO1.O=C1OCCO1", "gap_ev": 8.41, "lumo_ev": -0.40, "e_tot_ha": -6697.479752, "species": ["C", "C", "C", "S", "C", "O", "O", "C", "C", "C", "C", "C", "F", "F", "C", "F", "F", "C", "F", "F", "C", "F", "F", "C", "F", "F", "C", "F", "F", "F", "S", "O", "O", "O", "C", "C", "N", "C", "C", "C", "C", "C", "C", "C", "C", "C", "O", "C", "H", "H", "H", "H", "H", "H", "H", "H", "H", "H", "H", "H", "H", "H", "H", "H", "H", "H", "H", "H", "H", "H", "H", "H", "H", "H", "H", "H", "H", "H", "H", "H", "H", "H", "H", "H", "H", "H", "H", "H", "C", "C", "O", "C", "O", "O", "H", "H", "H", "H", "C", "C", "O", "C", "O", "O", "H", "H", "H", "H", "C", "C", "O", "C", "O", "O", "H", "H", "H", "H", "C", "C", "O", "C", "O", "O", "H", "H", "H", "H", "C", "C", "O", "C", "O", "O", "H", "H", "H", "H", "C", "C", "O", "C", "O", "O", "H", "H", "H", "H", "C", "C", "O", "C", "O", "O", "H", "H", "H", "H", "C", "C", "O", "C", "O", "O", "H", "H", "H", "H", "C", "C", "O", "C", "O", "O", "H", "H", "H", "H"], "coordinates": [[0.46, 3.54, 3.42], [0.08, 2.44, 2.42], [-0.54, 2.88, 1.05], [-0.05, 4.57, 0.57], [1.74, 4.61, 0.70], [-0.35, 4.78, -0.82], [-0.59, 5.58, 1.44], [0.14, 2.02, -0.03], [-0.22, 0.51, 0.03], [0.81, -0.36, 0.76], [0.85, -1.70, 0.03], [1.61, -2.81, 0.72], [1.29, -2.76, 2.05], [1.20, -4.04, 0.30], [3.16, -2.71, 0.67], [3.65, -3.56, 1.61], [3.56, -1.47, 1.03], [3.88, -3.15, -0.64], [5.21, -3.08, -0.34], [3.63, -4.45, -0.93], [3.68, -2.27, -1.92], [3.40, -0.98, -1.61], [4.86, -2.25, -2.57], [2.63, -2.80, -2.95], [3.26, -3.70, -3.73], [1.59, -3.43, -2.38], [2.10, -1.69, -3.92], [1.12, -0.97, -3.36], [3.11, -0.90, -4.34], [1.60, -2.31, -5.00], [-1.87, 0.14, 0.63], [-1.73, -0.97, 1.54], [-2.71, -0.17, -0.49], [-2.42, 1.34, 1.49], [-2.08, 2.70, 1.02], [-2.70, 2.85, -0.38], [-3.12, 4.21, -0.73], [-2.78, 3.61, 2.04], [-4.09, 3.07, 2.61], [-5.25, 2.86, 1.63], [-5.63, 1.38, 1.47], [-6.27, 1.05, 0.13], [-6.10, -0.40, -0.33], [-6.25, -1.46, 0.76], [-5.50, -2.76, 0.36], [-4.65, -3.24, 1.53], [-4.38, -4.63, 1.42], [-3.44, -5.05, 2.37], [0.54, 3.07, 4.40], [1.44, 3.97, 3.25], [-0.27, 4.33, 3.53], [-0.56, 1.75, 2.94], [1.00, 1.90, 2.20], [2.01, 5.55, 1.16], [2.13, 4.51, -0.30], [2.14, 3.79, 1.30], [-0.07, 2.42, -1.01], [1.21, 2.08, 0.09], [-0.22, 0.17, -1.00], [1.77, 0.15, 0.64], [0.55, -0.46, 1.80], [1.17, -1.52, -0.99], [-0.17, -2.06, -0.03], [-3.57, 2.21, -0.39], [-2.06, 2.47, -1.18], [-4.07, 4.15, -1.08], [-2.59, 4.47, -1.54], [-2.09, 3.65, 2.89], [-2.85, 4.62, 1.68], [-3.94, 2.18, 3.21], [-4.42, 3.82, 3.33], [-6.13, 3.34, 2.06], [-5.11, 3.34, 0.67], [-4.80, 0.72, 1.70], [-6.38, 1.18, 2.23], [-7.30, 1.37, 0.10], [-5.76, 1.67, -0.63], [-6.89, -0.60, -1.05], [-5.18, -0.52, -0.88], [-5.82, -1.15, 1.71], [-7.29, -1.76, 0.90], [-6.17, -3.55, 0.05], [-4.80, -2.55, -0.44], [-3.70, -2.70, 1.57], [-5.22, -3.08, 2.45], [-3.65, -6.07, 2.67], [-3.47, -4.43, 3.28], [-2.42, -5.03, 1.97], [1.47, 0.76, -6.17], [2.68, 1.40, -5.51], [2.08, 2.15, -4.45], [0.88, 1.60, -4.15], [0.22, 1.89, -3.22], [0.54, 0.67, -5.08], [1.68, -0.22, -6.58], [1.04, 1.39, -6.95], [3.35, 0.66, -5.07], [3.24, 2.04, -6.18], [8.81, -5.13, 0.08], [7.70, -5.00, 1.10], [7.69, -6.29, 1.72], [8.92, -6.84, 1.55], [9.28, -7.83, 2.09], [9.66, -6.11, 0.69], [9.34, -4.20, -0.09], [8.45, -5.52, -0.87], [7.92, -4.24, 1.86], [6.73, -4.78, 0.65], [4.83, -8.62, 3.79], [5.99, -7.83, 4.35], [5.39, -7.14, 5.45], [4.29, -7.83, 5.84], [3.67, -7.62, 6.82], [4.01, -8.81, 4.94], [5.13, -9.57, 3.36], [4.27, -8.05, 3.05], [6.79, -8.47, 4.74], [6.42, -7.13, 3.64], [5.46, 0.54, -0.16], [6.29, 1.75, -0.50], [5.45, 2.83, -0.06], [4.62, 2.34, 0.89], [3.92, 3.02, 1.57], [4.69, 1.00, 0.96], [6.06, -0.33, 0.12], [4.78, 0.26, -0.97], [7.23, 1.79, 0.05], [6.50, 1.84, -1.57], [12.71, -5.04, -2.44], [13.31, -3.73, -2.89], [12.38, -2.77, -2.37], [11.73, -3.34, -1.33], [11.01, -2.77, -0.58], [12.00, -4.66, -1.26], [13.45, -5.80, -2.22], [12.00, -5.44, -3.16], [14.29, -3.54, -2.44], [13.40, -3.64, -3.97], [-3.28, 2.12, -6.43], [-2.08, 2.76, -5.78], [-2.66, 3.54, -4.74], [-3.86, 2.98, -4.43], [-4.51, 3.28, -3.48], [-4.20, 2.03, -5.33], [-3.08, 1.13, -6.83], [-3.73, 2.74, -7.21], [-1.40, 2.03, -5.35], [-1.52, 3.40, -6.47], [-9.60, 4.42, 0.41], [-10.64, 4.55, 1.49], [-10.65, 3.24, 2.07], [-9.45, 2.66, 1.81], [-9.08, 1.63, 2.29], [-8.74, 3.40, 0.93], [-9.04, 5.33, 0.24], [-10.01, 4.08, -0.53], [-10.35, 5.27, 2.27], [-11.62, 4.81, 1.11], [0.17, -2.01, 5.40], [0.79, -0.72, 4.93], [-0.08, 0.26, 5.49], [-0.70, -0.28, 6.57], [-1.36, 0.32, 7.34], [-0.46, -1.62, 6.63], [0.91, -2.79, 5.57], [-0.59, -2.38, 4.71], [1.80, -0.56, 5.32], [0.82, -0.63, 3.85], [-8.36, 8.24, -3.26], [-8.60, 7.15, -4.28], [-9.15, 6.11, -3.47], [-9.69, 6.67, -2.37], [-10.37, 6.08, -1.59], [-9.36, 7.97, -2.28], [-8.48, 9.24, -3.67], [-7.37, 8.17, -2.79], [-9.33, 7.44, -5.04], [-7.69, 6.81, -4.77]]}

***

[2]
{"formula": "C53H84N24O", "method": "ωB97M-V/def2-TZVPD", "gap_ev": 6.77, "lumo_ev": -0.19, "e_tot_ha": -3459.007547, "species": ["C", "C", "N", "C", "C", "N", "C", "C", "H", "H", "H", "H", "H", "H", "H", "H", "H", "H", "H", "C", "C", "C", "O", "H", "H", "H", "H", "H", "H", "H", "C", "C", "N", "H", "H", "H", "C", "C", "N", "H", "H", "H", "C", "C", "N", "H", "H", "H", "C", "C", "N", "H", "H", "H", "C", "C", "N", "H", "H", "H", "C", "C", "N", "H", "H", "H", "C", "C", "N", "H", "H", "H", "C", "C", "N", "H", "H", "H", "C", "C", "N", "H", "H", "H", "C", "C", "N", "H", "H", "H", "C", "C", "N", "H", "H", "H", "C", "C", "N", "H", "H", "H", "C", "C", "N", "H", "H", "H", "C", "C", "N", "H", "H", "H", "C", "C", "N", "H", "H", "H", "C", "C", "N", "H", "H", "H", "C", "C", "N", "H", "H", "H", "C", "C", "N", "H", "H", "H", "C", "C", "N", "H", "H", "H", "C", "C", "N", "H", "H", "H", "C", "C", "N", "H", "H", "H", "C", "C", "N", "H", "H", "H"], "coordinates": [[-12.85, -15.74, 19.93], [-11.56, -14.90, 20.02], [-10.46, -15.62, 19.37], [-10.48, -16.11, 18.02], [-9.24, -16.82, 17.95], [-8.63, -16.83, 19.16], [-9.34, -16.07, 20.05], [-7.25, -17.40, 19.40], [-12.93, -16.60, 20.58], [-13.09, -16.22, 18.98], [-13.70, -15.15, 20.25], [-11.25, -14.72, 21.05], [-11.75, -13.90, 19.63], [-11.30, -15.90, 17.34], [-8.72, -17.27, 17.11], [-9.11, -15.87, 21.09], [-6.53, -17.12, 18.64], [-7.35, -18.47, 19.56], [-6.86, -16.98, 20.33], [-5.38, -15.10, 15.07], [-6.70, -15.80, 15.18], [-7.45, -15.56, 13.93], [-6.56, -17.18, 15.58], [-5.47, -14.06, 14.78], [-4.86, -15.49, 14.19], [-4.73, -15.20, 15.94], [-7.26, -15.25, 15.93], [-7.14, -16.20, 13.10], [-7.48, -14.51, 13.65], [-8.51, -15.80, 14.07], [-6.43, -20.33, 16.97], [-7.07, -21.00, 18.05], [-7.61, -21.53, 18.91], [-5.36, -20.45, 17.11], [-6.70, -19.27, 17.01], [-6.82, -20.75, 16.04], [-9.34, -19.27, 14.44], [-8.82, -20.58, 13.95], [-8.42, -21.60, 13.56], [-10.42, -19.30, 14.56], [-8.94, -18.53, 13.74], [-8.79, -19.05, 15.36], [-14.26, -13.91, 16.26], [-12.77, -13.62, 16.13], [-11.62, -13.49, 16.04], [-14.65, -14.08, 15.26], [-14.89, -13.19, 16.79], [-14.36, -14.86, 16.78], [-9.44, -17.34, 25.20], [-10.20, -17.05, 24.01], [-10.77, -16.81, 23.03], [-10.04, -18.04, 25.79], [-9.24, -16.42, 25.75], [-8.50, -17.78, 24.88], [-5.52, -19.06, 12.97], [-5.74, -19.41, 11.60], [-5.96, -19.76, 10.51], [-6.37, -18.45, 13.30], [-4.57, -18.54, 13.03], [-5.61, -19.97, 13.57], [-15.53, -19.12, 16.77], [-14.04, -18.88, 16.82], [-12.91, -18.74, 16.89], [-15.88, -18.21, 16.29], [-15.96, -19.29, 17.75], [-15.74, -19.95, 16.09], [-13.95, -15.12, 25.97], [-12.49, -15.11, 26.18], [-11.37, -15.19, 26.40], [-14.11, -14.42, 25.15], [-14.44, -14.69, 26.85], [-14.47, -16.07, 25.85], [-10.82, -13.66, 23.71], [-11.08, -12.29, 24.29], [-11.25, -11.24, 24.70], [-10.58, -13.34, 22.70], [-11.74, -14.24, 23.72], [-10.01, -14.23, 24.19], [-8.81, -12.80, 17.39], [-8.23, -13.10, 18.72], [-7.77, -13.26, 19.78], [-9.51, -11.96, 17.41], [-9.40, -13.66, 17.08], [-8.02, -12.47, 16.72], [-12.89, -10.31, 16.68], [-13.51, -10.97, 17.85], [-14.05, -11.48, 18.73], [-13.29, -10.70, 15.74], [-11.82, -10.50, 16.74], [-12.95, -9.22, 16.65], [-2.12, -18.60, 20.19], [-3.19, -17.66, 20.47], [-4.04, -16.90, 20.76], [-2.41, -19.20, 19.33], [-2.01, -19.32, 21.00], [-1.18, -18.09, 19.97], [-4.89, -14.19, 18.72], [-4.96, -12.79, 18.40], [-5.00, -11.65, 18.16], [-4.05, -14.67, 18.22], [-5.73, -14.74, 18.29], [-4.89, -14.37, 19.79], [-14.05, -11.23, 22.13], [-14.19, -12.70, 22.22], [-14.27, -13.87, 22.21], [-14.55, -10.78, 22.99], [-14.56, -10.85, 21.25], [-12.98, -11.02, 22.10], [-11.87, -14.87, 12.64], [-12.64, -15.82, 13.42], [-13.24, -16.55, 14.11], [-11.95, -13.93, 13.19], [-12.30, -14.78, 11.65], [-10.81, -15.15, 12.60], [-9.27, -10.49, 22.11], [-10.20, -10.85, 21.02], [-10.96, -11.17, 20.20], [-9.03, -11.34, 22.75], [-9.89, -9.73, 22.59], [-8.36, -10.04, 21.70], [-4.96, -17.90, 23.92], [-3.54, -17.84, 24.37], [-2.46, -17.75, 24.79], [-5.57, -18.49, 24.60], [-4.89, -18.44, 22.98], [-5.36, -16.90, 23.75], [-2.88, -13.53, 22.00], [-3.07, -13.89, 23.45], [-3.24, -14.22, 24.57], [-1.94, -12.99, 21.87], [-3.67, -13.00, 21.48], [-2.71, -14.42, 21.40], [-5.96, -22.46, 21.14], [-5.02, -21.60, 20.54], [-4.19, -20.92, 20.08], [-6.48, -23.07, 20.41], [-6.71, -22.00, 21.78], [-5.49, -23.08, 21.91], [-11.33, -20.13, 20.49], [-12.71, -19.69, 20.54], [-13.79, -19.31, 20.47], [-11.19, -21.09, 20.98], [-10.64, -19.37, 20.88], [-11.11, -20.17, 19.42], [-6.59, -15.25, 26.09], [-7.19, -15.14, 24.77], [-7.68, -14.97, 23.68], [-6.29, -16.26, 26.35], [-7.41, -14.93, 26.73], [-5.81, -14.49, 26.12], [-16.22, -16.55, 20.56], [-16.80, -16.72, 21.91], [-17.35, -16.88, 22.92], [-17.12, -16.54, 19.95], [-15.56, -17.36, 20.26], [-15.68, -15.61, 20.48], [-3.38, -17.84, 16.05], [-2.02, -17.84, 16.63], [-0.92, -17.81, 17.02], [-3.69, -18.86, 15.80], [-3.36, -17.23, 15.14], [-4.12, -17.30, 16.63]]}